1.
Density functional theory data (the ωB97M-V functional and the def2-TZVPD basis) for a 2-piece molecular cluster, C3H4ClNO2 overall at a distorted geometry.

The value obtained for the total energy is -21281.2182 eV. The calculation puts the frontier orbital gap at 10.920 eV. As for the LUMO energy: 0.011 Eh. As for the SMILES: O=CN1CC1=O.Cl.

Element x y z (Å)
O -0.5601 1.2826 0.5167
C 0.2690 0.4142 0.4069
N 0.0959 -0.7910 0.9131
C -1.0930 -1.3983 1.4859
C -0.0979 -2.1647 0.8346
O 0.2002 -3.0617 0.1522
H 1.2351 0.5894 -0.0566
H -2.0122 -1.3209 0.9107
H -1.1031 -1.4712 2.5567
Cl 1.1717 3.0058 -1.7776
H -0.0963 2.9525 -1.2175

Atomic partial charges in e from the Löwdin method, atoms 1 to 5: 0.03, -0.34, 0.08, 0.02, -0.40

***

2.
Density functional theory data (the ωB97M-V functional and the def2-TZVPD basis) for a 2-piece molecular cluster, C3H7OS overall.

As for the net charge: -1. The value obtained for the total energy is -16107.5688 eV. The calculation puts the frontier orbital gap at 6.455 eV. As for the LUMO energy: 0.151 Eh.

Element x y z (Å)
C -1.5863 -1.3057 0.1225
S -0.0282 -1.4610 -0.8285
H -1.8451 -2.2857 0.5400
H -1.5105 -0.6043 0.9523
H -2.4223 -0.9987 -0.5114
O -0.3341 1.8158 1.2004
C 0.6387 1.1671 0.8906
C 1.5356 1.5476 -0.2487
H 0.9403 0.2725 1.4689
H 1.0590 1.2281 -1.1784
H 2.4971 1.0300 -0.2158
H 1.6529 2.6357 -0.3310

Atomic partial charges in e from the Löwdin method, atoms 1 to 5: -0.70, 0.07, -0.03, -0.03, -0.02

***

3.
Density functional theory data (the ωB97M-V functional and the def2-TZVPD basis) for a 2-piece molecular cluster, C4HO2 overall at a distorted geometry.

As for the net charge: -1. The value obtained for the total energy is -8253.7135 eV. The calculation puts the frontier orbital gap at 8.146 eV. As for the LUMO energy: 0.126 Eh.

Element x y z (Å)
C 0.3919 -0.7900 -1.6356
C 0.5079 -0.1431 -0.2638
C 0.3161 -0.2929 1.2897
C -0.2816 0.3163 -1.2952
O 0.6332 0.5249 2.1344
O -0.3523 -1.3806 1.3690
H -1.2152 1.7654 -1.5986

Atomic partial charges in e from the Löwdin method, atoms 1 to 5: -0.04, -0.09, -0.71, -0.23, -0.02

***

4.
Density functional theory data (the ωB97M-V functional and the def2-TZVPD basis) for C18H33N3O2 as an isolated structure at a distorted geometry.

The value obtained for the total energy is -27747.0168 eV. The calculation puts the frontier orbital gap at 8.481 eV. As for the LUMO energy: -0.010 Eh.

Element x y z (Å)
N -2.1123 6.3079 -1.1783
H -1.9740 5.5662 -1.8182
H -1.6259 7.1079 -1.4437
C -2.0909 5.9948 0.1481
C -0.7138 5.4791 0.4845
C -0.1825 4.0832 0.1689
C -0.7926 2.9579 0.9424
H -0.6459 2.8003 1.8592
H -2.1251 3.2060 1.0905
C -1.0237 1.6606 0.1478
N -0.0212 1.4122 -0.5466
C -0.1176 1.7141 -1.9895
O 0.8946 1.6312 -3.0414
C -1.3117 2.6337 -2.3346
O -1.3799 3.3803 -3.3950
N -2.2475 2.2677 -1.6411
H -3.1200 2.7992 -2.0600
C -2.2294 1.3785 -0.5737
H -3.3402 1.6298 0.0880
H -2.2862 0.3533 -0.8259
C 1.2316 0.7606 -0.3049
H 1.5407 1.0549 0.9698
C 1.1985 -0.6807 -0.2674
C 2.6094 -1.3538 0.2958
C 2.2893 -2.9266 -0.1376
H 3.5167 -3.1122 0.1903
H 2.6244 -2.9982 -1.3642
C 1.3652 -3.6647 0.6756
C 2.2169 -5.0204 1.1862
C 1.0988 -5.7471 1.8686
C -0.2337 -6.1446 0.9872
C -0.7985 -4.9268 0.2667
C 0.3286 -4.0141 -0.3333
H -0.0333 -3.1712 -0.9046
H 0.7906 -4.6705 -1.2461
H -1.6395 -5.0567 -0.1591
H -1.2891 -4.2870 1.0676
H -0.7009 -6.6215 1.6365
H 0.2294 -6.7770 0.1600
H 1.5012 -6.8048 2.4274
H 0.7990 -5.1049 2.7337
H 3.0756 -4.7999 2.0473
H 2.5833 -5.6525 0.3191
H 1.2086 -3.1451 1.3202
H 2.4937 -1.2991 1.2486
H 3.3430 -0.7154 -0.4032
H 0.4278 -0.9717 0.0717
H 1.1868 -0.7937 -1.5669
H 1.9659 1.2072 -0.8585
H -0.9192 0.7182 1.0478
H -0.5641 4.0913 -0.8621
H 0.7182 3.9934 0.3227
H -0.1143 6.3794 0.3584
H -0.6031 5.5889 1.7889
H -2.2645 7.0117 0.7200
H -2.7370 5.2910 0.6163

Atomic partial charges in e from the Löwdin method, atoms 1 to 5: 0.02, 0.05, 0.06, -0.36, -0.21